ORCA calculation (the ωB97M-V functional and the def2-TZVPD basis) on a cluster of 7 separate species, C17H50N12O9 in total at a distorted geometry.

Geometry as XYZ:
```
88
Properties=species:S:1:pos:R:3:forces:R:3:mulliken_charge:R:1
C -3.74950 -0.11657 2.58207 0.3 -0.8 1.6 -0.803
O -4.52784 -0.17490 1.43312 0.6 0.0 -0.6 -0.372
C -4.51474 1.03242 0.68606 -0.8 0.9 0.0 -0.039
C -5.09353 0.86576 -0.71973 0.1 0.0 -0.2 -1.186
N -4.29237 0.08695 -1.66924 -0.3 -0.6 0.8 -0.410
C -4.25644 -1.36729 -1.34585 -0.1 1.2 -0.8 -0.033
C -3.55324 -2.02788 -2.53098 0.1 0.6 0.3 -0.443
O -3.18781 -3.35876 -2.25184 -0.2 -0.6 -0.2 -0.489
C -2.08635 -3.46683 -1.36546 -0.5 0.6 -0.1 -0.330
H -2.82681 0.46807 2.52699 -0.1 0.2 -0.4 0.357
H -3.45297 -1.12943 2.89278 0.0 -0.1 -0.5 0.189
H -4.28321 0.19413 3.49388 -0.3 0.6 -0.4 0.335
H -3.54064 1.52984 0.59870 0.4 -0.6 0.1 0.142
H -5.12216 1.75459 1.25173 -0.2 0.1 -0.2 0.457
H -5.21803 1.86430 -1.14903 0.2 0.1 0.2 0.424
H -6.11713 0.48531 -0.68379 0.1 -0.4 0.1 0.411
H -3.32748 0.38852 -1.58579 0.1 0.2 -0.1 0.317
H -5.28938 -1.71050 -1.27100 0.0 -0.2 0.0 0.483
H -3.78541 -1.53767 -0.37979 0.2 -0.3 -0.1 -0.059
H -2.68637 -1.43868 -2.85934 0.3 0.0 0.6 0.149
H -4.19524 -1.93109 -3.40916 -0.3 -0.8 0.1 0.417
H -1.35498 -2.71748 -1.67794 0.5 -0.4 0.2 0.105
H -1.74539 -4.49829 -1.36419 0.2 0.0 -0.3 0.330
H -2.35772 -3.23723 -0.32741 -0.1 0.1 0.0 0.113
C 5.55563 -0.91124 -3.72109 -0.3 1.7 -1.1 -0.783
O 5.03717 0.28890 -3.13385 0.2 -0.7 0.2 -0.399
C 4.27366 -0.00799 -1.98900 -0.4 0.4 0.5 -0.915
C 3.58741 1.23111 -1.46658 -0.3 0.3 0.1 -0.087
N 2.36916 1.60626 -2.23403 0.5 -0.1 0.4 -0.538
C 2.09694 3.05086 -2.16039 0.2 -0.4 -0.1 -1.020
C 1.72198 3.54487 -0.76753 -0.4 -0.4 -0.1 -0.134
O 2.80562 3.42516 0.11933 0.7 0.1 0.1 -0.327
C 2.54814 3.79079 1.45896 -0.6 -0.5 -0.9 -0.538
H 4.78515 -1.29371 -4.39505 -0.1 -0.7 0.3 0.290
H 5.95497 -1.64325 -3.02486 -0.1 0.0 0.2 0.291
H 6.32686 -0.53634 -4.39638 0.3 -0.3 0.2 0.306
H 4.81907 -0.46195 -1.15107 0.8 0.8 -0.9 0.541
H 3.50279 -0.78524 -2.10664 0.2 0.3 -1.0 0.286
H 4.26554 2.08705 -1.38800 0.2 -0.1 -0.3 0.399
H 3.26978 1.06355 -0.43675 0.2 -0.2 0.0 0.119
H 2.53102 1.29400 -3.18301 -0.1 0.4 -0.2 0.221
H 1.21764 3.27424 -2.76742 0.2 0.0 -0.2 0.496
H 2.98953 3.55500 -2.55016 -0.2 0.5 0.1 0.415
H 0.86424 2.96436 -0.40823 0.0 -0.1 0.0 0.001
H 1.37177 4.58204 -0.83194 0.1 0.1 0.0 0.552
H 1.87411 3.05310 1.91518 -0.1 0.1 0.0 -0.013
H 2.05003 4.76460 1.46287 0.2 0.2 0.4 0.342
H 3.50220 3.75284 1.97685 0.0 0.4 0.1 0.320
C 2.94961 -2.26062 0.38881 0.1 0.0 0.2 0.240
O 3.69528 -1.53330 -0.27201 -1.2 -1.5 1.8 -0.587
N 2.10097 -3.15838 -0.17951 0.0 -0.1 0.2 -0.178
N 2.84769 -2.16467 1.75562 0.1 0.0 -0.5 -0.194
H 2.18504 -3.35573 -1.15793 0.1 0.0 -0.1 0.203
H 1.60401 -3.79741 0.41680 -0.1 0.0 -0.1 0.118
H 2.54555 -2.97697 2.30544 -0.1 0.6 -0.1 0.313
H 3.50975 -1.50265 2.11854 0.2 -0.3 0.3 0.190
C -1.56490 3.74572 -1.72933 0.2 0.2 0.9 0.773
O -1.57862 3.86093 -0.50174 0.0 0.1 -0.7 -0.668
N -1.54272 4.81856 -2.58988 0.0 -0.2 -0.2 -0.437
N -1.49003 2.54821 -2.35436 -0.2 0.4 0.2 -0.016
H -1.61264 5.75648 -2.24894 -0.2 0.0 0.2 0.243
H -1.74707 4.63286 -3.55326 0.0 0.3 -0.1 0.156
H -1.43614 1.72637 -1.77019 0.0 -0.5 -0.2 -0.007
H -1.57572 2.49918 -3.34966 0.1 -0.4 -0.1 0.203
C 0.10096 -4.34743 2.77758 -0.3 1.0 -0.6 0.612
O 1.32288 -4.21910 2.89946 -0.4 -1.0 -0.1 -0.792
N -0.71474 -3.25611 2.89702 1.0 -0.9 0.4 -0.144
N -0.55180 -5.50170 2.40796 1.1 0.9 0.3 -0.427
H -0.20385 -2.39750 3.08388 -0.6 0.1 0.1 0.206
H -1.67059 -3.32598 2.61712 -0.2 0.4 0.0 0.136
H 0.02622 -6.29992 2.22101 -0.4 -0.3 0.2 0.236
H -1.54228 -5.50158 2.52587 -0.2 -0.7 -0.1 0.190
C 0.62706 0.34831 4.18468 0.7 -0.2 -0.8 0.600
O 0.47307 -0.83303 3.86533 0.2 0.6 0.1 -0.779
N -0.23931 0.98070 5.00029 -1.1 -0.4 0.8 -0.418
N 1.63226 1.12682 3.68746 -0.4 -0.4 0.3 -0.317
H -0.88196 0.34959 5.45491 0.0 0.1 -0.1 0.246
H -0.09454 1.85155 5.47457 0.4 0.1 -0.2 0.169
H 1.68181 2.09283 3.94344 0.2 0.1 -0.1 0.204
H 2.36586 0.69471 3.15903 0.0 0.0 -0.1 0.129
C -0.34955 -0.21606 -0.26086 0.1 0.1 -0.6 -0.194
O -1.17549 -0.04296 -1.17157 -0.2 0.0 0.3 -0.923
N -0.66419 -0.83198 0.90883 0.4 0.2 -0.2 1.009
N 0.93039 0.18794 -0.38619 -0.2 -0.5 1.0 0.427
H -1.61754 -1.09655 1.06240 -0.1 0.1 0.1 -0.091
H -0.00711 -0.71603 1.66381 -0.3 -0.3 0.3 -0.306
H 1.27155 0.61897 -1.23798 0.0 0.3 -0.6 0.324
H 1.63521 -0.15037 0.24756 -0.1 0.0 0.1 -0.341
```
Positions in Å, forces in eV/Å.

Its total charge is 0. As for the SMILES: COCCNCCOC.COCCNCCOC.NC(N)=O.NC(N)=O.NC(N)=O.NC(N)=O.NC(N)=O. The calculation puts the energy above the lowest of the compared OMol25 structures with the same formula, charge and spin at 22.3 kcal/mol. The calculation puts the total energy at -54751.18213 eV. The value obtained for the maximum force is 2.633 eV Å⁻¹. Its HOMO energy is -8.278 eV.

ORCA calculation (the ωB97M-V functional and the def2-TZVPD basis) on a cluster of 8 separate species, C17H50O8 in total at a distorted geometry.

Geometry as XYZ:
```
75
Properties=species:S:1:pos:R:3:forces:R:3:mulliken_charge:R:1
C 23.10732 5.53822 -16.79715 -2.5 -0.2 2.8 -1.733
C 21.79257 6.36325 -16.88996 0.6 -1.7 -0.3 2.614
C 20.62846 5.47175 -17.13148 -1.4 -0.6 0.8 -2.136
O 21.55673 7.18711 -15.80027 -0.1 0.4 0.9 -0.661
H 23.86183 6.17700 -16.33805 0.4 -0.1 -0.2 0.323
H 23.45987 5.07233 -17.71734 -2.7 0.1 2.5 0.179
H 22.94666 4.73600 -16.07691 -0.2 -0.1 0.3 0.552
H 21.90617 6.99224 -17.77289 -2.1 -2.7 1.8 -0.531
H 20.89801 4.52480 -17.59915 0.0 0.3 -0.5 0.287
H 19.83590 6.00675 -17.65467 0.1 -0.2 -0.2 0.473
H 20.13543 5.16267 -16.20980 0.3 0.1 0.4 0.502
H 22.38245 7.62199 -15.57518 0.1 0.2 0.2 0.314
C 25.14029 11.57836 -20.90248 1.6 -1.2 -1.2 -1.337
C 24.15817 11.88225 -21.94491 -2.4 -1.8 -2.3 0.715
C 23.08095 10.78251 -22.13518 -0.5 1.7 -0.3 -1.983
O 23.47456 13.09158 -21.79290 0.5 2.1 1.0 -0.628
H 25.74824 12.47964 -20.82382 0.5 -0.9 -0.5 0.634
H 25.78908 10.75025 -21.18778 -0.2 0.0 -0.5 0.579
H 24.72748 11.28132 -19.93841 0.1 -0.1 -1.6 0.099
H 24.66866 11.94034 -22.90622 0.4 0.1 -0.1 0.278
H 22.99136 10.15822 -21.24617 -0.2 1.0 -0.9 0.700
H 23.22302 10.24157 -23.07076 -0.3 0.8 0.9 0.055
H 22.12296 11.27951 -22.28796 -0.2 0.1 0.2 0.736
H 22.52153 13.07485 -21.90720 0.3 -0.6 0.0 0.362
C 23.79614 8.34322 -22.69573 -0.6 -1.4 0.3 -2.458
C 23.86655 8.30948 -21.14027 2.0 -0.3 -2.2 1.331
O 25.15509 8.66795 -20.70136 0.8 0.9 0.3 -0.420
H 24.32678 9.15426 -23.19447 0.7 -0.7 0.6 0.508
H 22.75799 8.51806 -22.97817 -0.1 -0.5 -0.1 0.532
H 24.10064 7.40320 -23.15588 0.1 -0.2 0.2 0.396
H 23.77607 7.33826 -20.65380 1.2 1.2 -2.3 0.593
H 23.11417 8.92573 -20.64807 1.3 -0.5 -1.4 0.034
H 25.70880 7.90158 -20.86774 0.3 -0.1 0.2 0.388
C 25.09479 11.57379 -18.01181 1.8 2.5 -1.4 -1.325
C 25.29305 12.86449 -18.88165 -1.1 1.3 3.4 -1.199
O 24.82777 13.97205 -18.09264 0.2 0.5 0.3 -0.622
H 25.69742 10.79125 -18.47286 0.0 0.9 -0.2 0.579
H 24.04854 11.26903 -17.98763 1.3 1.7 0.5 0.679
H 25.58362 11.67631 -17.04298 -0.4 0.3 -0.2 0.873
H 24.72200 12.88778 -19.80979 0.0 1.3 2.1 0.189
H 26.36155 13.04004 -19.00648 0.1 -0.3 -0.7 0.432
H 25.59719 14.20481 -17.56784 -0.3 0.4 0.3 0.376
C 22.35543 6.07807 -19.82244 -4.3 -2.6 -1.2 1.860
C 20.88210 6.11430 -20.13983 -1.6 0.9 -1.1 -1.340
O 20.58072 5.74296 -21.51398 1.2 -0.1 0.1 -0.620
H 22.90742 6.80756 -20.41510 -2.4 -1.8 0.5 -1.085
H 22.72012 5.08740 -20.09384 -0.9 -0.4 -0.4 0.733
H 22.56375 6.20186 -18.75971 -1.2 -0.5 -1.7 -1.733
H 20.59381 7.15865 -20.02013 -0.4 0.3 0.2 0.332
H 20.19515 5.53501 -19.52289 0.7 -0.1 0.2 0.437
H 19.67185 5.94979 -21.74371 0.0 0.1 0.3 0.339
C 24.57104 11.18439 -14.87464 1.2 -1.5 0.2 -1.216
C 23.25474 10.82317 -15.48406 0.0 0.5 0.2 1.345
O 22.36702 11.82217 -15.04461 -1.1 0.2 -0.1 -0.605
H 24.55805 11.24193 -13.78624 -0.4 0.4 0.0 0.421
H 24.95253 12.09434 -15.33786 -0.1 0.1 0.4 0.303
H 25.28095 10.37908 -15.06333 0.3 0.1 -0.3 0.242
H 22.85485 9.84119 -15.23127 0.0 0.0 0.4 -0.002
H 23.30819 10.85208 -16.57237 0.2 0.4 1.3 -0.494
H 22.79181 12.61177 -15.38765 -0.4 0.5 0.1 0.399
C 23.01051 8.24683 -18.75832 -0.4 2.2 0.0 -1.022
C 23.57068 9.54734 -18.28833 0.6 -1.5 -1.4 -1.007
O 24.77875 9.28778 -17.65461 0.5 -2.2 2.8 -0.608
H 22.36688 7.78756 -18.00804 2.0 3.1 -1.1 0.008
H 23.79762 7.57222 -19.09517 -0.3 1.3 1.0 -0.120
H 22.43223 8.45402 -19.65874 -1.1 -0.4 1.7 0.944
H 22.91540 10.05616 -17.58136 -0.3 -0.6 -0.9 0.939
H 23.92766 10.23917 -19.05124 -1.8 -0.9 -0.9 -0.085
H 25.52061 9.32787 -18.26259 -0.4 -0.6 -0.2 0.432
C 24.49974 5.65061 -18.78054 4.8 1.0 -2.0 -0.824
O 25.83627 5.88907 -19.30601 -0.1 -0.1 0.1 -0.621
H 23.82178 5.78594 -19.62324 3.0 -1.0 1.4 0.732
H 24.42054 4.68479 -18.28152 1.6 -0.5 -1.4 0.191
H 24.27707 6.39380 -18.01490 1.5 -0.1 -1.0 0.037
H 25.89365 5.30855 -20.06845 0.3 -0.1 -0.1 0.413
```
Positions in Å, forces in eV/Å.

Its total charge is 0. As for the SMILES: CC(C)O.CC(C)O.CCO.CCO.CCO.CCO.CCO.CO. The calculation puts the energy above the lowest of the compared OMol25 structures with the same formula, charge and spin at 426.3 kcal/mol. The calculation puts the total energy at -34801.14603 eV. The value obtained for the maximum force is 5.325 eV Å⁻¹. Its HOMO energy is -9.284 eV.